Entry from the Open Molecules 2025 dataset: CH6N as an isolated structure at a distorted geometry (the ωB97M-V functional and the def2-TZVPD basis).

```
8
Properties=species:S:1:pos:R:3
C -0.768 -0.138 -0.004
N 0.708 0.000 0.011
H -1.066 -0.494 -0.884
H -1.011 -0.531 0.955
H -1.219 1.194 -0.096
H 1.087 -0.885 -0.243
H 1.141 0.239 0.961
H 1.129 0.615 -0.700
```

Properties
* ΔE to the lowest compared entry with this formula, charge and spin: 34.1 kcal per mole
* multiplicity: 1
* net charge: +1
* HOMO energy: -0.657 Ha
* LUMO: -0.1601 Ha
* HOMO-LUMO gap: 13.52 eV

=====

Entry from the Open Molecules 2025 dataset: a 3-piece molecular cluster, C38H29IO12S overall at a distorted geometry (the ωB97M-V functional and the def2-TZVPD basis).

```
81
Properties=species:S:1:pos:R:3
C 4.236 -1.543 -0.074
S 4.423 -1.174 -1.879
O 5.764 -1.658 -2.375
O 3.367 -2.010 -2.608
C 4.131 0.606 -2.347
O 3.812 0.478 -3.779
C 3.398 1.832 -4.078
O 3.708 2.572 -5.028
O 2.486 2.106 -2.979
C 2.898 1.427 -1.733
C 1.711 0.662 -0.969
C 0.236 0.940 -1.582
C -0.523 2.188 -0.859
C -2.104 1.890 -1.083
O -2.676 2.037 -2.202
O -2.931 1.388 -0.012
C 3.269 2.738 -0.815
C 4.771 2.727 -0.254
O 5.601 3.492 -0.837
I 5.519 1.517 1.386
H 3.655 -0.720 0.465
H 3.715 -2.553 0.097
H 5.288 -1.648 0.389
H 5.172 1.082 -2.398
H 1.824 -0.493 -0.964
H 1.632 0.946 0.154
H -0.392 0.008 -1.292
H 0.207 0.989 -2.722
H -0.362 2.097 0.275
H -0.222 3.205 -1.287
H -3.470 0.627 -0.344
H 3.166 3.685 -1.474
H 2.547 2.886 0.059
O -0.553 3.574 8.045
C -0.288 3.040 6.982
C 1.114 2.718 6.632
C 2.136 3.009 7.536
C 3.451 2.674 7.231
C 3.750 2.045 6.024
C 2.735 1.768 5.114
C 1.416 2.110 5.414
C 0.348 1.828 4.429
O 0.621 1.346 3.340
C -1.055 2.132 4.786
C -2.077 1.837 3.880
C -3.401 2.088 4.220
C -3.711 2.633 5.464
C -2.695 2.941 6.364
C -1.364 2.696 6.024
H 1.909 3.494 8.481
H 4.245 2.897 7.938
H 4.774 1.771 5.792
H 2.973 1.283 4.173
H -1.842 1.408 2.911
H -4.194 1.855 3.516
H -4.746 2.820 5.733
H -2.944 3.369 7.330
O -4.389 -5.764 -5.091
C -3.803 -4.833 -4.565
C -4.541 -3.852 -3.737
C -5.914 -4.007 -3.543
C -6.608 -3.112 -2.735
C -5.933 -2.061 -2.118
C -4.568 -1.893 -2.324
C -3.870 -2.785 -3.139
C -2.421 -2.588 -3.367
O -1.844 -1.625 -2.888
C -1.680 -3.579 -4.177
C -0.305 -3.423 -4.368
C 0.406 -4.368 -5.100
C -0.251 -5.470 -5.642
C -1.623 -5.621 -5.465
C -2.342 -4.672 -4.736
H -6.445 -4.827 -4.017
H -7.675 -3.237 -2.582
H -6.472 -1.370 -1.478
H -4.048 -1.069 -1.846
H 0.214 -2.569 -3.944
H 1.475 -4.247 -5.244
H 0.307 -6.212 -6.205
H -2.129 -6.481 -5.893
```

Properties
* SMILES: CS(=O)(=O)[C@H]1OC(=O)O[C@]1(CCCC(=O)O)CC(=O)I.O=C1c2ccccc2C(=O)c2ccccc21.O=C1c2ccccc2C(=O)c2ccccc21
* multiplicity: 1
* HOMO energy: -0.359 Ha
* LUMO: -0.0496 Ha
* HOMO-LUMO gap: 8.43 eV

=====

Entry from the Open Molecules 2025 dataset: an isolated molecule of C6H10 at a distorted geometry (the ωB97M-V functional and the def2-TZVPD basis).

```
16
Properties=species:S:1:pos:R:3
C 0.148 1.801 1.324
C 0.626 0.732 0.704
C 1.811 -0.005 1.248
C 0.022 0.191 -0.531
C -1.104 -0.507 -0.599
C -1.537 -1.249 -1.829
H 0.647 2.301 2.142
H -0.798 2.244 1.034
H 2.147 0.312 2.219
H 1.470 -1.026 1.317
H 2.664 -0.093 0.569
H 0.665 0.244 -1.407
H -1.700 -0.672 0.293
H -0.773 -1.258 -2.597
H -2.408 -0.753 -2.271
H -1.881 -2.261 -1.617
```

Properties
* SMILES: C=C(C)/C=C/C
* ΔE to the lowest compared entry with this formula, charge and spin: 22.6 kcal per mole
* multiplicity: 1
* HOMO energy: -0.331 Ha
* LUMO: 0.0426 Ha
* HOMO-LUMO gap: 10.16 eV

=====

Entry from the Open Molecules 2025 dataset: C19H28CuF5O3Te as an isolated structure at a distorted geometry (the ωB97M-V functional and the def2-TZVPD basis).

```
57
Properties=species:S:1:pos:R:3
O -2.426 4.939 -1.812
C -2.494 5.251 -3.234
C -3.605 6.277 -3.129
H -2.840 4.449 -3.881
H -1.491 5.566 -3.548
C -3.491 5.938 -1.622
H -4.584 6.001 -3.540
H -3.270 7.280 -3.411
C -4.664 5.257 -0.956
H -4.788 4.237 -1.360
H -5.593 5.836 -1.109
H -4.467 5.207 0.129
C -3.084 7.238 -0.935
H -2.175 7.662 -1.390
H -2.924 7.117 0.144
H -3.903 7.967 -1.079
Cu 0.105 1.029 0.444
C 2.149 0.877 1.456
C 2.533 0.446 0.169
C 2.181 1.452 -0.774
H 3.068 -0.476 -0.003
C 1.511 2.518 -0.068
C 1.536 2.171 1.339
H 1.235 2.779 2.189
H 2.260 0.294 2.364
H 2.442 1.424 -1.827
H 1.090 3.439 -0.476
C -1.225 -0.633 1.769
C -0.810 0.663 2.226
C -1.666 1.650 1.591
H -0.034 0.859 2.964
C -2.724 0.920 0.937
C -2.405 -0.465 0.988
H -3.005 -1.255 0.538
H -0.722 -1.560 2.026
H -1.578 2.734 1.722
H -3.657 1.339 0.553
O -3.576 2.591 -2.834
C -2.466 2.190 -1.951
C -1.159 2.371 -2.692
H -2.644 1.101 -1.731
H -2.501 2.780 -1.021
C -1.605 1.981 -4.111
H -0.357 1.732 -2.338
H -0.917 3.425 -2.618
C -3.130 2.307 -4.184
H -1.460 0.898 -4.176
H -1.019 2.485 -4.897
H -3.654 1.417 -4.549
H -3.345 3.165 -4.868
F -0.457 -1.898 -3.123
Te 0.222 -1.972 -1.352
F 1.937 -1.451 -1.993
F 0.919 -2.075 0.432
F -1.415 -2.674 -0.659
F 0.804 -3.763 -1.673
O -0.266 -0.201 -1.087
```

Properties
* expectation value of S²: 0.760
* ΔE to the lowest compared entry with this formula, charge and spin: 14.8 kcal per mole
* multiplicity: 2
* net charge: -1
* HOMO energy (spin up / spin down): -0.143 / -0.140 Ha
* LUMO (spin up / spin down): 0.0725 / 0.0692 Ha
* HOMO-LUMO gap (spin up / spin down): 5.87 / 5.70 eV